No. 1
# C33H42As2NPPt

C33H42As2NPPt as an isolated structure (ωB97M-V with the def2-TZVPD basis set, OMol25).

Geometry as XYZ:
```
80
Properties=species:S:1:pos:R:3:mulliken_charge:R:1
As 0.65929 3.14618 -0.32616 0.37
H -5.35545 0.12111 -3.69144 0.46
H -3.92664 -1.91106 -4.34077 0.45
C -0.68088 -3.42859 -1.33492 -0.09
C 0.68150 3.05720 1.64628 0.33
H -0.51053 5.40640 -0.13236 0.31
C 3.33956 -0.64440 0.16108 -0.38
C 0.53637 -2.93384 2.14852 -0.97
H 2.97406 2.10189 -0.27590 0.14
H -3.23023 -0.37310 2.27802 0.36
As -1.60843 1.27077 1.35707 0.45
H 0.71681 2.96150 5.52519 0.43
H 5.68957 0.56785 -1.93735 0.36
P 0.58665 -1.25853 -0.13365 0.33
H 5.42162 -0.20297 0.41788 0.44
C 1.61334 -4.96578 -1.57734 -0.73
H 2.76405 3.11120 -1.70839 0.49
C 0.48874 5.10383 -0.44342 -1.21
C 1.68636 -3.69419 -1.02972 -0.11
H -3.98973 1.14894 -4.15252 0.42
C -0.75688 -4.70443 -1.87710 -0.44
C 2.59212 3.05743 -0.63371 -1.20
C 2.22855 -0.66478 -0.68349 0.15
H -1.71114 -5.09217 -2.21108 0.43
H -4.71176 1.30549 -2.54591 0.35
C -3.05066 -1.40311 -3.92875 -1.68
C 0.83154 -1.67347 1.63318 0.88
C 3.65181 0.19401 -2.44027 -0.56
C -0.25560 2.29185 3.73595 -0.63
H 3.77502 0.50855 -3.47086 0.36
H 0.33688 -6.46568 -2.42886 0.38
C 0.39105 -5.47338 -1.99926 -0.51
C 4.58259 -0.20675 -0.26456 -0.86
C 2.39094 -0.24999 -2.02343 0.62
C 1.66613 3.72681 3.75681 -0.91
C -2.45694 0.22426 2.75916 -1.27
H -2.34603 -2.15804 -3.57445 0.23
H -2.90939 0.84956 3.52799 0.47
H -4.47348 -0.61179 -0.87320 0.22
H -5.05873 -1.77037 -2.08345 0.45
H 2.39171 4.34249 1.84952 0.25
H -2.57190 3.35874 0.34487 0.26
H 1.60526 -0.10101 4.54111 0.47
H 3.23321 -0.98883 1.18063 0.35
H -1.88397 0.91635 -3.07426 0.38
C 1.20518 -0.66012 2.51576 -0.78
H -3.84987 2.19856 0.72110 0.39
H 2.42747 4.27398 4.29834 0.40
H 3.12563 3.87458 -0.14852 0.51
H 1.42055 0.33008 2.13388 0.77
H 0.41292 -0.32248 -2.60284 -0.42
C -2.94217 2.66675 1.10052 -1.07
C 0.61816 -3.17196 3.51460 -0.63
H 0.23622 -3.73458 1.48525 0.35
H 0.38067 -4.15547 3.89980 0.43
C 1.30455 -0.90169 3.87695 -0.84
C -2.22584 0.22447 -2.28769 -1.91
C -0.27689 2.31358 2.34280 -0.12
H -1.72149 -0.44762 3.20127 0.26
H -2.56941 -0.84450 -4.73455 0.40
H -3.14467 3.19928 2.02895 0.41
C 4.72888 0.21972 -1.57880 -0.64
H 1.22548 5.59916 0.18905 0.36
N 1.36957 -0.34679 -2.95741 -0.36
Pt -1.19815 0.06948 -0.70123 2.08
H 2.51219 -5.56048 -1.67896 0.42
H 1.07398 -2.35159 5.44433 0.38
H -0.98675 1.71013 4.28228 0.35
H 0.63878 5.40877 -1.47894 0.43
C 0.70965 2.99303 4.44278 -0.67
H 1.49612 0.21144 -3.78938 0.30
H 2.64277 -3.30016 -0.70670 0.39
C -3.47015 -0.46629 -2.78476 3.22
C -4.16965 -1.26964 -1.69004 -1.68
C 1.64163 3.75952 2.37105 -0.31
C -4.43911 0.59264 -3.32733 -1.93
C 0.53724 -2.91756 -0.90377 0.04
H -1.56292 -2.80565 -1.25466 0.04
C 1.00576 -2.16069 4.38095 -0.87
H -3.50271 -2.02403 -1.27075 0.29
```

Values from the calculation:
2S+1   1
LUMO level   0.605 eV
Energy   -6269.62905 hartree
Orbital gap   7.720 eV
HOMO level   -7.115 eV

=====

No. 2
# C33H42Br2Cl2CoGeNO5SSi3

C33H42Br2Cl2CoGeNO5SSi3 as an isolated structure (ωB97M-V with the def2-TZVPD basis set, OMol25).

Geometry as XYZ:
```
91
Properties=species:S:1:pos:R:3:mulliken_charge:R:1
C -4.50408 -0.25125 0.98930 -1.01
C 3.81095 1.56684 0.76078 -0.86
O -0.20501 1.27463 -0.30448 -0.27
Si 2.45678 1.52710 2.05607 0.50
C 0.80048 -0.13508 -4.83165 -0.26
C -2.36159 0.60578 0.32183 0.06
Br -5.93045 2.65317 0.99007 -0.24
H 3.18707 -4.45989 2.30017 0.46
H -5.54360 -0.09992 1.24603 0.40
C 3.79661 -1.06754 -2.09573 -0.02
C 0.72084 2.15135 -4.03296 -0.10
C 2.57464 -2.29115 4.56740 -1.31
C 0.28276 -2.39198 -0.26082 0.01
Ge 1.04451 -0.41797 1.95847 0.36
H 0.96659 3.12480 0.90472 -0.25
H -1.57270 -1.76837 4.80368 0.46
C 0.23279 0.85651 -4.04310 0.25
H 2.18208 3.48093 -4.86748 0.44
H -0.29268 -3.78113 2.18833 0.14
S -1.22582 0.55923 -3.06745 0.28
C 1.86173 0.19554 -5.65206 -0.61
O 3.16454 -1.32584 0.15694 -0.36
Cl 3.17883 -2.11558 -3.39496 -0.17
C -3.52815 -1.74952 -5.45465 -0.82
C 2.77829 -0.95799 -0.94243 -0.52
C 1.78774 2.47353 -4.86385 -0.67
H 3.65596 0.56007 4.04960 0.15
Si 1.78318 -2.53153 2.87744 1.13
H 4.13843 2.21960 3.70074 0.43
H 3.17977 1.74947 -6.31859 0.38
C -4.15087 2.19921 0.52950 -0.18
C -3.30613 3.17202 0.07121 -0.32
H 0.71873 -0.40831 5.76319 0.15
N -1.83361 -0.64820 0.34970 1.36
H -0.65243 0.63832 6.12243 0.39
H -2.40361 -1.99191 -3.62079 0.31
C -2.67186 0.89540 -5.37526 -0.35
Br -0.90111 4.25578 -0.98731 -0.20
C -1.90071 -1.09008 4.01302 -1.18
H 0.77356 3.30286 2.65357 0.26
H -2.11077 -1.69595 3.13375 0.16
H -4.54377 -2.37215 1.24732 0.49
H 2.74720 -3.60265 0.81828 0.25
H 4.00312 -2.94991 1.84524 0.25
H 3.38948 1.54197 -0.24480 -0.02
C -3.90931 -0.86326 -6.44943 -0.45
H 2.32106 -0.56280 -6.27174 0.41
Si -0.58298 0.24091 3.71292 0.77
H 0.27246 2.89322 -3.38328 0.17
H 0.68819 -4.69102 3.33161 0.44
C 3.28379 1.53968 3.74948 -1.05
H 3.06102 -3.22803 4.85096 0.40
C 0.31145 -3.69296 3.09414 -1.02
C -3.48468 0.46009 -6.40771 -0.71
C -2.28857 -0.00788 -4.39338 0.25
C -1.97390 2.88424 -0.26415 -0.08
C -2.60018 -1.66464 0.66523 -1.04
H 4.37453 2.49884 0.86523 0.55
H 0.41305 -1.14545 -4.79786 0.54
H 2.61699 1.90247 4.53114 0.32
H 3.33565 -1.51082 4.56109 0.25
H 2.21159 3.94611 1.85243 0.54
H 4.49966 0.72807 0.85746 0.24
H -3.86340 -2.77795 -5.48621 0.42
O 0.49338 -3.49450 -0.34977 -0.25
H -4.54221 -1.19994 -7.25995 0.40
C 0.17298 0.47074 5.42443 -1.15
H 1.84721 -2.04893 5.34088 0.30
H -0.34849 -3.38024 3.90247 0.29
O -1.05280 -0.65939 -2.19656 -0.52
H -0.97284 2.70541 3.83497 0.51
C 1.49479 3.11993 1.85618 -0.74
H -2.33095 1.92335 -5.33733 0.46
C -1.49158 1.86454 3.36992 -0.82
C -2.71345 -1.32322 -4.41261 -0.01
Cl 4.24400 0.53655 -2.70264 -0.16
H -3.66284 4.18651 -0.04097 0.51
H -2.49416 1.82149 3.80388 0.40
C 3.04612 -3.47025 1.85380 -1.19
H 4.69397 -1.53717 -1.71599 0.45
H -2.83813 -0.63712 4.34579 0.45
C -3.70821 0.86027 0.63509 1.47
Co 0.00494 -0.60963 -0.25719 0.10
C 2.34574 1.50063 -5.67524 -0.49
H 0.84214 1.32770 5.49345 0.33
H -1.59042 2.09483 2.31155 0.09
C -1.43764 1.61852 -0.08789 -0.61
O 1.62929 -0.52010 -1.27465 0.01
C -3.95700 -1.50234 0.98961 -0.99
H -3.78729 1.15269 -7.18181 0.39
H -2.15065 -2.64935 0.65226 0.45
```

Values from the calculation:
2S+1   1
Energy relative to the best compared isomer or geometry (same formula, charge and spin)   2.3 kcal/mol
LUMO level (alpha / beta)   -0.591 / -0.545 eV
Energy   -12508.56007 hartree
Orbital gap (alpha / beta)   7.251 / 7.290 eV
HOMO level (alpha / beta)   -7.842 / -7.835 eV